114
Properties=species:S:1:pos:R:3:forces:R:3:lowdin_spin:R:1 method="wB97M-V/def2-TZVPD" total_charge=+1 multiplicity=3 e_lumo_ev="-2.9 / -3.1" max_force_ev_per_a=0.92 s2=2.0415
Mo 0.20127 -0.38798 0.12278 -0.2 0.0 0.2 1.800
C -1.69557 3.66155 6.61040 0.0 0.0 0.0 0.000
C -0.84033 2.86851 5.66796 0.0 0.0 -0.1 0.001
C 0.28670 2.19876 6.13310 0.1 -0.1 0.0 0.000
C 1.07733 1.44539 5.28084 0.0 0.1 0.0 0.001
C 0.73452 1.36982 3.93882 0.0 0.0 0.0 0.000
C -0.37948 2.03447 3.44967 0.0 0.0 0.0 0.001
C -1.16041 2.77743 4.31532 0.0 0.0 0.0 0.000
S 1.72043 0.43163 2.83134 -0.1 0.0 0.2 0.012
O 2.74312 -0.23272 3.59031 0.1 0.2 0.0 0.007
O 2.10802 1.28065 1.71567 0.2 0.0 0.0 0.039
N 0.73807 -0.64868 2.13426 0.0 0.1 0.1 0.015
C 0.29195 -1.78050 2.80998 0.0 -0.1 0.0 0.000
C 0.39403 -2.04819 4.15019 0.0 -0.1 0.2 0.007
C -0.17143 -3.22425 4.68634 0.0 0.0 -0.1 -0.004
C -0.85015 -4.11517 3.90533 0.0 0.1 0.0 0.006
C -0.97211 -3.86544 2.51811 -0.1 -0.2 0.0 0.000
C -1.69477 -4.70180 1.63365 0.1 0.1 0.0 0.024
C -1.80265 -4.37624 0.31006 0.2 0.3 0.1 -0.001
C -1.15590 -3.21623 -0.15012 0.0 0.0 0.2 0.035
N -0.44448 -2.42857 0.64070 -0.1 -0.2 -0.1 0.031
C -0.37226 -2.71837 1.98017 0.0 -0.1 -0.2 0.009
H -1.08870 4.30523 7.24433 0.0 0.0 0.0 0.000
H -2.26070 2.99696 7.26466 0.0 0.0 0.0 0.000
H -2.40608 4.28374 6.07137 0.0 0.0 0.0 0.000
H 0.55389 2.27060 7.17827 0.0 0.0 0.1 0.000
H 1.95785 0.93650 5.63979 0.1 -0.1 0.0 0.000
H -0.63567 1.98101 2.40303 0.0 0.0 0.0 0.001
H -2.02499 3.29892 3.93044 -0.1 0.0 0.0 0.000
H 0.90582 -1.36518 4.81180 0.0 0.0 0.0 0.000
H -0.07159 -3.40524 5.74650 0.0 0.0 0.1 0.000
H -1.30007 -5.00087 4.32674 0.0 -0.1 0.0 0.000
H -2.17417 -5.58838 2.02305 0.0 -0.1 0.0 0.001
H -2.35927 -4.98002 -0.38918 0.0 -0.1 0.0 -0.001
H -1.22641 -2.92677 -1.19212 0.0 0.0 0.1 0.003
C 4.75546 -1.11156 1.13753 0.0 0.0 0.0 0.000
C 3.43618 -1.76354 0.79939 -0.1 -0.2 0.1 0.004
O 2.62017 -0.88013 -0.00849 -0.3 0.4 0.1 0.028
H 5.41509 -1.83862 1.60594 0.0 0.0 0.1 0.000
H 4.62041 -0.28597 1.83427 0.0 0.0 0.0 0.000
H 5.24560 -0.74313 0.23635 0.0 0.0 -0.1 0.000
H 2.87507 -2.03157 1.70089 0.2 0.0 -0.1 0.000
H 3.57963 -2.66569 0.20096 0.0 0.1 0.1 0.000
H 2.73790 0.01686 0.37330 0.1 -0.2 -0.1 0.008
C -1.74993 1.42589 -3.21464 0.1 -0.1 0.0 0.000
Si -1.16398 -0.22779 -3.84090 0.1 0.0 0.1 0.001
C -0.82505 -0.07939 -5.67015 -0.1 0.0 0.1 0.000
C -2.44190 -1.56937 -3.58954 0.0 0.1 -0.1 0.000
As 0.69426 -0.83819 -2.45466 0.0 -0.1 -0.6 0.020
Si 2.57590 0.49689 -3.15991 -0.1 -0.1 0.1 0.011
C 2.56481 2.02994 -2.10821 0.1 -0.1 0.0 0.007
C 2.40419 1.00309 -4.94639 0.0 0.1 0.1 0.002
C 4.17617 -0.43347 -2.92291 0.0 0.1 0.0 0.002
Si 1.33565 -3.00071 -3.30887 0.0 0.1 0.1 0.002
C 0.19386 -4.39961 -2.82193 0.2 0.0 -0.1 0.002
C 3.03463 -3.45894 -2.69300 -0.1 -0.1 0.0 0.000
C 1.33872 -2.89518 -5.17227 0.0 0.0 0.0 -0.001
H -2.59187 1.76221 -3.82072 -0.1 0.0 0.0 0.000
H -0.96392 2.17882 -3.29775 0.0 0.0 0.0 0.000
H -2.06891 1.39005 -2.17479 0.0 0.0 0.1 0.000
H -1.81195 0.06908 -6.11447 -0.1 0.0 -0.1 0.000
H -0.38524 -0.95195 -6.13849 0.1 -0.1 0.0 0.000
H -0.22417 0.78789 -5.92120 0.1 0.1 0.0 0.000
H -3.30931 -1.34233 -4.21128 -0.1 0.0 0.0 0.000
H -2.78288 -1.62630 -2.56125 -0.1 0.0 0.2 0.000
H -2.07737 -2.54927 -3.89260 0.1 -0.1 0.0 0.000
H 1.69569 2.64242 -2.32455 -0.1 0.1 0.0 0.000
H 3.45173 2.61842 -2.34943 0.1 0.1 0.0 0.000
H 2.57963 1.82501 -1.03651 0.0 0.0 0.0 0.005
H 1.63644 1.76430 -5.07037 -0.1 0.1 0.0 0.000
H 2.20580 0.19509 -5.64412 0.0 -0.1 0.0 0.000
H 3.35802 1.45309 -5.22698 0.1 0.1 -0.1 0.000
H 4.17153 -1.07109 -2.04461 0.0 0.0 0.1 0.000
H 4.95066 0.32351 -2.78453 0.1 0.0 0.0 0.000
H 4.44719 -1.02539 -3.79457 0.0 0.0 -0.1 0.000
H 0.21800 -4.63022 -1.76120 0.1 0.0 0.1 0.000
H 0.59979 -5.26738 -3.34724 0.0 -0.1 0.0 0.000
H -0.83797 -4.28231 -3.14006 -0.1 0.0 0.0 0.000
H 3.15273 -3.26688 -1.62924 0.0 0.0 0.0 0.000
H 3.83700 -2.95311 -3.22038 0.0 0.0 0.0 0.000
H 3.15057 -4.53178 -2.85349 0.0 -0.1 0.0 0.000
H 0.33527 -3.00056 -5.57876 -0.1 0.0 0.0 0.000
H 1.93396 -3.72726 -5.54897 0.0 -0.1 -0.1 0.000
H 1.77364 -1.97793 -5.56400 0.0 0.0 0.0 0.000
C -2.83267 -0.43537 2.49528 0.0 0.0 0.0 0.001
C -3.62690 0.20022 1.35458 -0.2 0.0 0.0 -0.001
C -3.69238 -0.68985 0.11532 0.3 -0.3 -0.1 0.002
C -3.15481 1.59903 1.04599 -0.2 0.2 0.1 -0.011
C -3.96779 2.66260 1.40957 0.1 0.0 0.0 0.003
C -3.58051 3.97303 1.17664 0.0 0.0 0.0 -0.014
C -2.37296 4.22825 0.55787 0.0 0.0 0.0 0.002
C -1.51947 3.19730 0.17940 -0.1 0.3 -0.1 -0.014
C -0.21839 3.52224 -0.50019 0.1 -0.2 -0.2 0.007
C -0.43567 4.46826 -1.68210 0.0 0.1 0.0 0.000
C 0.80710 4.10549 0.47314 0.0 0.0 0.0 0.000
C -1.92098 1.88449 0.43673 0.0 -0.7 0.2 0.006
N -1.02805 0.83177 0.19906 0.7 0.3 -0.5 -0.078
H -3.21212 -1.43167 2.72421 -0.1 -0.1 0.0 0.000
H -2.88676 0.16721 3.40252 0.0 0.0 0.0 0.000
H -1.78459 -0.52809 2.22863 0.0 0.1 0.0 0.001
H -4.65904 0.31614 1.69978 0.0 0.0 0.0 0.000
H -2.69215 -1.02268 -0.19452 -0.3 0.1 0.1 0.003
H -4.15007 -0.17097 -0.72529 -0.1 0.1 -0.1 0.000
H -4.29236 -1.57536 0.32512 0.0 -0.1 0.0 0.000
H -4.91443 2.45613 1.88704 -0.1 0.0 0.0 0.001
H -4.22291 4.78933 1.47036 -0.1 0.1 0.0 -0.001
H -2.08083 5.24855 0.36019 0.0 0.1 0.0 0.000
H 0.17819 2.57406 -0.88037 0.0 0.2 0.0 0.009
H -0.69788 5.47260 -1.34877 0.0 0.0 0.0 0.000
H -1.23006 4.12421 -2.34530 0.0 0.0 0.0 0.000
H 0.48454 4.56171 -2.26058 0.0 0.0 0.0 0.000
H 0.39044 4.96388 1.00103 0.0 0.1 0.0 0.000
H 1.68549 4.44753 -0.07211 0.1 0.0 0.0 0.000
H 1.13532 3.37351 1.20806 0.0 0.0 0.0 0.000